[1]
{"formula": "C7H8", "method": "wB97M-V/def2-TZVPD", "gap_ha": 0.2987, "homo_energy_ha": -0.3435, "total_energy_ev": -7382.200, "max_force_ha_per_bohr": 0.114, "lumo_ha": -0.0448, "elements": ["C", "C", "C", "C", "C", "C", "C", "H", "H", "H", "H", "H", "H", "H", "H"], "coordinates": [[-3.06121, 0.04759, 0.01216], [-4.31742, 0.16280, 0.12596], [0.53042, -0.71715, 0.39213], [0.76198, 0.68563, -0.26442], [-0.81454, -1.23639, -0.17513], [-0.60418, 1.32946, 0.06611], [-1.74847, -0.06591, -0.24735], [1.44971, -1.24588, 0.07281], [0.31888, -0.77522, 1.38251], [1.66875, 0.98561, 0.32805], [0.82120, 0.77752, -1.37409], [-0.80733, -1.66362, -1.11600], [-1.15278, -2.09245, 0.40796], [-0.85313, 1.58209, 1.05137], [-0.93144, 2.32379, -0.49729]]}

[2]
{"formula": "C4H5N3O", "method": "wB97M-V/def2-TZVPD", "gap_ha": 0.3098, "homo_energy_ha": -0.3152, "total_energy_ev": -10743.307, "smiles": "[H]/N=c1\\nccc(O)[nH]1", "max_force_ha_per_bohr": 0.140, "lumo_ha": -0.0055, "elements": ["H", "N", "C", "N", "C", "C", "C", "O", "N", "H", "H", "H", "H"], "coordinates": [[-3.09478, -0.38771, 0.12249], [-2.39319, -0.99458, -0.06864], [-1.28823, -0.33320, -0.02901], [-1.14089, 1.19880, 0.11415], [0.00546, 1.75245, 0.07862], [1.17937, 1.05129, -0.23768], [0.99112, -0.36756, -0.18067], [2.32088, -1.09341, 0.06500], [-0.13881, -1.01059, 0.07229], [-0.01298, 2.99611, 0.11967], [2.27529, 1.41986, -0.04700], [3.04262, -0.27139, 0.55497], [-0.39327, -1.98293, 0.11767]]}

[3]
{"formula": "C30H52ClN2O12", "method": "wB97M-V/def2-TZVPD", "gap_ha": 0.3228, "homo_energy_ha": -0.4299, "total_energy_ev": -72012.903, "max_force_ha_per_bohr": 0.101, "lumo_ha": -0.1071, "charge": 1, "elements": ["C", "C", "C", "C", "C", "C", "O", "C", "O", "C", "Cl", "N", "C", "O", "C", "O", "C", "C", "O", "C", "C", "C", "C", "C", "N", "C", "C", "O", "C", "O", "C", "C", "O", "H", "H", "H", "H", "H", "H", "H", "H", "H", "H", "H", "H", "H", "H", "H", "H", "H", "H", "H", "H", "H", "H", "H", "H", "H", "H", "H", "H", "H", "H", "H", "H", "H", "H", "H", "H", "O", "C", "O", "C", "C", "C", "H", "H", "H", "H", "H", "H", "H", "H", "O", "C", "O", "C", "C", "C", "H", "H", "H", "H", "H", "H", "H", "H"], "coordinates": [[2.11755, 4.99422, 4.49809], [1.60967, 4.79993, 2.99462], [0.98234, 3.32984, 2.93384], [2.03190, 2.18723, 2.59831], [3.41936, 2.49610, 1.95166], [4.48640, 3.17537, 2.89177], [5.06710, 4.35615, 2.26946], [5.77221, 3.98908, 1.12572], [5.97724, 4.74982, 0.22901], [1.01552, 1.13207, 1.91137], [0.16511, 0.58549, 3.46164], [0.19223, 1.88007, 0.90486], [-1.09147, 1.27478, 0.35677], [-1.76864, 0.33539, 1.14576], [-1.42231, -1.02367, 0.84201], [-1.29933, -1.77721, 2.03255], [-2.27634, -2.82881, 2.12249], [-1.59728, -4.20496, 1.79087], [-1.45071, -4.41891, 0.36917], [0.89081, 2.13122, -0.44097], [2.06351, 1.35319, -0.74493], [2.67997, 1.58641, -2.08260], [1.92821, 2.56677, -2.86779], [0.74030, 3.26712, -2.41656], [0.22202, 3.02239, -1.19136], [0.13289, 3.25159, 1.55550], [-1.25056, 3.86253, 1.95273], [-2.10727, 2.99310, 2.70380], [-3.43225, 3.22618, 2.18248], [-4.42823, 2.62631, 2.99023], [-5.69316, 3.09156, 2.45044], [-6.62909, 1.90407, 1.99699], [-8.00740, 2.33384, 1.98486], [2.46765, 4.03296, 4.95859], [2.87868, 5.80494, 4.59836], [1.22179, 5.32254, 5.10327], [0.83842, 5.59767, 2.84208], [2.41888, 4.95836, 2.23860], [0.41365, 3.30793, 3.89151], [2.29334, 1.63899, 3.54934], [3.84707, 1.51778, 1.58216], [3.24493, 3.10110, 1.01189], [4.14590, 3.36806, 3.93318], [5.34604, 2.44503, 2.97837], [6.14451, 2.92827, 0.98139], [1.44414, 0.14362, 1.59688], [-0.83245, 0.74694, -0.60719], [-1.85120, 2.04277, 0.04670], [-2.17790, -1.46566, 0.12764], [-0.42575, -1.11719, 0.30958], [-2.57398, -2.89394, 3.20955], [-3.21922, -2.64703, 1.54934], [-2.19166, -5.01242, 2.30247], [-0.55634, -4.25034, 2.22635], [-0.63146, -4.93060, 0.27556], [2.56466, 0.59959, -0.10734], [3.61146, 1.06769, -2.43617], [2.29916, 2.78352, -3.89932], [0.22661, 3.97920, -3.10165], [0.62833, 4.09688, 1.01067], [-1.13585, 4.81360, 2.54695], [-1.77184, 4.18093, 0.99698], [-3.57632, 4.35108, 2.24161], [-3.52962, 2.87851, 1.11035], [-5.52538, 3.72429, 1.52672], [-6.24056, 3.75994, 3.16845], [-6.53188, 1.04298, 2.69975], [-6.37265, 1.63435, 0.93610], [-8.20106, 2.78778, 1.14869], [5.61671, -0.20156, -3.19183], [5.16699, -1.14940, -3.78902], [3.89341, -1.52679, -3.57885], [3.20368, -2.51082, -4.36712], [3.48083, -3.91108, -3.86188], [6.03873, -1.97320, -4.69766], [3.43550, -2.39323, -5.42720], [2.13990, -2.29351, -4.25875], [4.53943, -4.16413, -3.93672], [2.91028, -4.64563, -4.43278], [3.20855, -3.99654, -2.80802], [6.59417, -2.69648, -4.09928], [6.74085, -1.30708, -5.19775], [5.49281, -2.49041, -5.48276], [-0.99843, -7.60763, -3.40420], [-2.07427, -7.18457, -3.06719], [-3.19216, -7.84681, -3.40970], [-4.49693, -7.53854, -2.90378], [-5.15274, -6.43851, -3.71235], [-2.19091, -5.86820, -2.34255], [-4.45776, -7.30922, -1.83671], [-5.08272, -8.45360, -3.00059], [-4.58790, -5.50617, -3.65671], [-6.16611, -6.24912, -3.35308], [-5.19992, -6.71786, -4.76650], [-2.17194, -5.05668, -3.07137], [-1.34070, -5.76877, -1.67313], [-3.07980, -5.78283, -1.72276]]}

[4]
{"formula": "C5H7NO", "method": "wB97M-V/def2-TZVPD", "gap_ha": 0.3744, "homo_energy_ha": -0.3437, "total_energy_ev": -8832.876, "smiles": "OCC#C[C@H]1CN1", "max_force_ha_per_bohr": 0.009, "lumo_ha": 0.0307, "elements": ["O", "C", "C", "C", "C", "C", "N", "H", "H", "H", "H", "H", "H", "H"], "coordinates": [[-1.76058, 2.37279, 1.83116], [-2.08308, 1.45992, 0.80227], [-1.02291, 0.47154, 0.54796], [-0.14274, -0.33937, 0.38778], [0.93753, -1.28085, 0.18217], [1.68276, -1.24321, -1.10586], [2.31822, -0.78592, 0.11931], [-1.53103, 1.85763, 2.61500], [-3.02336, 0.92796, 1.01302], [-2.24953, 2.06448, -0.09452], [0.83856, -2.23252, 0.69945], [1.36009, -0.50944, -1.84099], [2.07902, -2.16893, -1.51567], [2.31638, 0.23026, 0.16261]]}

[5]
{"formula": "C6H10NO", "method": "wB97M-V/def2-TZVPD", "gap_ha": 0.2742, "homo_energy_ha": -0.4812, "total_energy_ev": -9911.102, "smiles": "C=[NH+]C(=C)CCC=O", "max_force_ha_per_bohr": 0.090, "lumo_ha": -0.2070, "charge": 1, "elements": ["C", "N", "C", "C", "C", "C", "C", "O", "H", "H", "H", "H", "H", "H", "H", "H", "H", "H"], "coordinates": [[-1.79758, 0.74096, 2.35949], [-1.34430, 0.79123, 1.11134], [-0.63133, -0.38469, 0.46786], [-1.42721, -1.34311, 0.07521], [0.75676, -0.19671, 0.12565], [1.05750, -0.09996, -1.43941], [2.49074, 0.26488, -1.86559], [2.77685, 1.32998, -2.36483], [-2.10680, 1.67713, 2.93992], [-1.99388, -0.12925, 2.98413], [-1.28357, 1.58179, 0.31067], [-1.13732, -1.91957, -0.82098], [-2.45405, -1.52965, 0.32553], [1.17760, 0.77384, 0.62701], [1.36107, -0.88340, 0.75304], [0.79695, -0.95620, -1.88297], [0.49196, 0.74000, -1.99796], [3.26661, -0.45727, -1.70808]]}

[6]
{"formula": "C15H18ClN3O2S", "method": "wB97M-V/def2-TZVPD", "gap_ha": 0.3370, "homo_energy_ha": -0.3278, "total_energy_ev": -47769.557, "smiles": "NCCCCCc1nnc(SCC(=O)c2ccc(Cl)cc2)o1", "max_force_ha_per_bohr": 0.031, "lumo_ha": 0.0092, "elements": ["N", "C", "C", "C", "C", "C", "C", "N", "N", "C", "S", "C", "C", "O", "C", "C", "C", "C", "Cl", "C", "C", "O", "H", "H", "H", "H", "H", "H", "H", "H", "H", "H", "H", "H", "H", "H", "H", "H", "H", "H"], "coordinates": [[-2.52526, -5.37439, 1.74873], [-1.70794, -4.23441, 1.37461], [-0.41483, -4.59866, 0.62955], [0.34916, -3.38233, 0.10969], [0.91471, -2.50955, 1.22808], [1.79374, -1.38334, 0.67842], [1.00317, -0.42879, -0.13050], [-0.18574, 0.01589, 0.09607], [-0.50443, 0.86310, -0.90347], [0.52043, 0.89486, -1.69590], [0.69600, 1.85013, -3.11362], [-0.93819, 2.65283, -3.08623], [-1.41381, 3.14315, -1.72081], [-2.58663, 3.08438, -1.45431], [-0.40585, 3.72945, -0.80928], [0.72970, 4.39965, -1.25901], [1.64512, 4.90355, -0.35416], [1.43110, 4.72857, 1.00524], [2.58856, 5.33622, 2.13144], [0.29764, 4.07615, 1.47049], [-0.61986, 3.58957, 0.56221], [1.52221, 0.09847, -1.27533], [-2.79977, -5.89678, 0.92286], [-1.99835, -6.00266, 2.34692], [-1.47111, -3.69262, 2.29273], [-2.31858, -3.58223, 0.74475], [0.23292, -5.18006, 1.29241], [-0.67454, -5.23635, -0.22116], [-0.31818, -2.78121, -0.51105], [1.17244, -3.73023, -0.52089], [1.51556, -3.12327, 1.90174], [0.09942, -2.06218, 1.79468], [2.24962, -0.83670, 1.50891], [2.59503, -1.78004, 0.05152], [-1.67777, 1.95234, -3.47539], [-0.85571, 3.49912, -3.77067], [0.89925, 4.55160, -2.31380], [2.52344, 5.42641, -0.69871], [0.14106, 3.95326, 2.53047], [-1.50377, 3.06711, 0.89280]]}

[7]
{"formula": "C5H4O", "method": "wB97M-V/def2-TZVPD", "gap_ha": 0.3014, "homo_energy_ha": -0.3377, "total_energy_ev": -7290.635, "max_force_ha_per_bohr": 0.069, "lumo_ha": -0.0362, "elements": ["C", "C", "C", "C", "C", "O", "H", "H", "H", "H"], "coordinates": [[-0.61530, -0.27540, 0.92806], [-0.24028, -1.57518, 0.42925], [-0.45316, 0.58721, -0.12293], [0.04902, 0.34508, -1.35318], [0.70364, 1.45086, -0.77721], [0.35761, -1.72673, -0.66240], [-1.14643, -0.34615, 1.87778], [-0.76396, -2.41894, 0.90193], [0.54372, 2.50266, -1.16269], [1.56513, 1.45658, -0.05863]]}